Formula: C2H2ClOS
Source: the OMol25 dataset
Level of theory: ωB97M-V/def2-TZVPD

```
! RIJCOSX wB97M-V def2-TZVPD def2/J DEFGRID3
* xyz -1 1
C 0.45 1.71 0.29
C -0.34 -1.08 -0.14
O -0.12 2.16 -0.65
S 1.22 1.55 1.68
Cl -0.15 -1.61 -1.91
H 0.35 -1.71 0.40
H -1.42 -1.02 0.33
*
```

energy relative to the best compared isomer or geometry (same formula, charge and spin) = 64.15 kcal per mole
Kohn-Sham gap (alpha / beta) = 4.990 / 4.991 eV
highest occupied orbital energy (alpha / beta) = -1.70 / -1.70 eV
max |F| = 2.94 eV Å⁻¹
E_tot = -1010.99749 hartree
E_LUMO (alpha / beta) = 0.1209 / 0.1209 Ha